The following is a DFT calculation (ωB97M-V with the def2-TZVPD basis set) of a cluster of 11 separate species, C36H96N22O10PS2 in total.

Properties
Kohn-Sham gap = 7.31 eV
LUMO energy = -0.1005 Eh
total energy = -123106.9367 eV
HOMO energy = -10.05 eV
total charge = +1

```
167
C36H96N22O10PS2 | the OMol25 dataset | ωB97M-V with the def2-TZVPD basis set
C -14.894 0.012 -1.279
C -13.354 -0.056 -1.661
C -12.549 1.019 -0.835
C -11.260 1.560 -1.564
C -9.996 0.599 -1.417
C -8.706 1.436 -1.766
C -7.402 0.801 -1.111
C -6.301 1.953 -1.016
C -4.933 1.382 -1.580
C -3.729 1.915 -0.698
C -2.451 1.048 -0.998
C -1.589 0.893 0.323
C -0.194 1.626 0.196
C 1.000 0.770 0.855
C 1.705 1.719 1.886
C 3.155 1.231 2.422
P 3.190 -0.651 2.151
C 4.930 -1.361 2.128
C 4.966 -2.404 0.914
C 2.055 -1.553 3.341
C 2.661 -1.897 4.761
C 3.214 1.669 3.944
C 2.892 3.178 4.229
S 4.200 4.125 5.112
C 4.187 3.665 6.897
C 5.695 3.793 7.409
N 4.507 1.182 4.500
C 5.710 1.496 3.657
C 5.421 2.271 2.329
N 4.159 1.972 1.627
S 4.383 1.362 0.035
H -15.311 1.018 -1.514
H -15.049 -0.197 -0.195
H -15.419 -0.780 -1.868
H -13.304 0.089 -2.764
H -13.020 -1.078 -1.362
H -12.304 0.598 0.167
H -13.233 1.891 -0.685
H -10.973 2.568 -1.171
H -11.456 1.657 -2.658
H -10.078 -0.263 -2.115
H -9.913 0.225 -0.368
H -8.794 2.486 -1.392
H -8.555 1.462 -2.873
H -7.056 0.016 -1.823
H -7.636 0.379 -0.108
H -6.651 2.801 -1.656
H -6.186 2.301 0.038
H -4.800 1.611 -2.659
H -4.968 0.273 -1.433
H -3.534 2.976 -0.987
H -4.020 1.882 0.374
H -2.760 0.032 -1.351
H -1.854 1.558 -1.789
H -1.469 -0.199 0.509
H -2.167 1.331 1.177
H 0.045 1.788 -0.879
H -0.217 2.647 0.661
H 1.640 0.466 0.001
H 0.484 -0.098 1.330
H 1.737 2.783 1.559
H 1.056 1.707 2.808
H 5.253 -1.884 3.060
H 5.627 -0.542 1.822
H 5.807 -3.116 1.038
H 5.080 -1.800 -0.019
H 3.970 -2.906 0.876
H 1.820 -2.534 2.851
H 1.078 -1.016 3.395
H 3.771 -1.887 4.805
H 2.201 -2.835 5.137
H 2.314 -1.090 5.467
H 2.414 1.066 4.444
H 1.977 3.221 4.875
H 2.634 3.774 3.325
H 3.887 2.606 7.073
H 3.570 4.335 7.531
H 5.804 4.605 8.162
H 6.095 2.818 7.761
H 6.330 4.103 6.541
H 4.663 1.439 5.483
H 4.432 0.153 4.524
H 6.307 0.561 3.533
H 6.364 2.161 4.278
H 6.265 2.030 1.633
H 5.533 3.367 2.542
H 3.846 2.313 -0.822
C -3.790 0.562 3.827
O -3.508 1.402 2.982
N -5.063 0.136 4.036
N -2.850 -0.015 4.625
H -5.316 -0.551 4.721
H -5.782 0.539 3.463
H -1.900 0.277 4.497
H -3.058 -0.705 5.322
C -7.010 2.059 -5.574
O -7.957 1.792 -4.844
N -6.918 1.605 -6.850
N -5.971 2.840 -5.160
H -6.152 1.814 -7.462
H -7.669 1.024 -7.192
H -6.009 3.194 -4.221
H -5.186 3.075 -5.737
C -8.599 -1.057 -9.386
O -8.054 -0.115 -8.824
N -9.599 -0.888 -10.290
N -8.246 -2.350 -9.150
H -10.058 -1.643 -10.762
H -9.884 0.055 -10.487
H -7.509 -2.510 -8.488
H -8.677 -3.136 -9.598
C 8.152 1.259 -3.184
O 9.165 1.059 -3.839
N 7.057 1.871 -3.708
N 8.037 0.887 -1.876
H 6.217 2.048 -3.192
H 7.109 2.162 -4.670
H 8.833 0.432 -1.455
H 7.218 1.041 -1.322
C 9.775 -2.659 -0.756
O 10.234 -1.668 -0.193
N 8.825 -2.565 -1.725
N 10.171 -3.923 -0.462
H 8.430 -3.354 -2.201
H 8.512 -1.642 -1.966
H 10.873 -4.030 0.247
H 9.804 -4.748 -0.911
C 9.930 -7.361 0.615
O 9.466 -6.826 -0.389
N 10.395 -8.640 0.608
N 10.022 -6.731 1.811
H 10.777 -9.097 1.414
H 10.344 -9.142 -0.260
H 9.689 -5.785 1.857
H 10.405 -7.161 2.646
C -5.303 5.051 1.954
O -5.535 6.114 1.400
N -6.208 4.434 2.765
N -4.121 4.391 1.810
H -6.038 3.562 3.228
H -7.093 4.891 2.895
H -3.431 4.815 1.219
H -3.911 3.514 2.257
C 10.240 4.461 -5.241
O 9.051 4.708 -5.406
N 11.225 5.142 -5.893
N 10.672 3.489 -4.396
H 12.202 4.958 -5.775
H 10.939 5.867 -6.525
H 9.969 2.966 -3.902
H 11.637 3.268 -4.245
C 12.164 -7.644 5.011
O 11.250 -7.485 4.207
N 13.349 -8.209 4.665
N 12.062 -7.267 6.311
H 14.108 -8.348 5.304
H 13.459 -8.499 3.710
H 11.198 -6.846 6.600
H 12.794 -7.386 6.985
C -10.426 -3.460 -3.032
O -11.022 -2.665 -2.323
N -9.656 -3.066 -4.085
N -10.482 -4.807 -2.829
H -9.159 -3.700 -4.680
H -9.593 -2.079 -4.263
H -11.041 -5.132 -2.062
H -10.002 -5.478 -3.398
```


The following is a DFT calculation (ωB97M-V with the def2-TZVPD basis set) of a structure of composition C49H66O6Tl.

Properties
Kohn-Sham gap = 6.67 eV
LUMO energy = 0.0887 Eh
total energy = -68863.4464 eV
energy above the lowest of the compared OMol25 structures with the same formula, charge and spin = 53.63 kJ/mol
HOMO energy = -4.26 eV
total charge = -1

```
122
C49H66O6Tl | the OMol25 dataset | ωB97M-V with the def2-TZVPD basis set
Tl 3.953 -0.043 -0.368
C 3.919 2.112 2.554
O 3.082 1.130 1.928
C 1.745 1.189 2.275
C 0.943 2.240 1.820
C 1.419 3.181 0.720
C 0.764 2.942 -0.619
C -0.525 3.470 -0.781
C -1.323 3.192 -1.877
C -0.766 2.310 -2.795
C 0.499 1.746 -2.667
C 0.996 0.725 -3.686
C 0.550 -0.670 -3.253
C -0.779 -0.987 -3.347
C -1.346 -2.130 -2.811
C -0.491 -2.933 -2.058
C 0.863 -2.706 -1.966
C 1.658 -3.600 -0.996
C 1.207 -3.422 0.423
C 0.239 -4.214 1.021
C -0.218 -4.043 2.336
C 0.342 -3.016 3.048
C 1.336 -2.217 2.525
C 1.956 -1.094 3.346
C 1.231 0.192 3.076
C -0.034 0.342 3.567
C -0.860 1.383 3.215
C -0.352 2.309 2.298
C -2.176 1.616 3.889
C -2.028 2.869 4.749
C -3.270 1.816 2.852
C -2.594 0.486 4.838
C 1.826 -2.424 1.225
O 2.791 -1.708 0.735
C -1.297 -4.973 2.858
C -0.794 -6.428 2.893
C -2.514 -4.921 1.910
C -1.797 -4.573 4.231
C 1.387 -1.595 -2.635
O 2.763 -1.343 -2.522
C 3.529 -2.240 -3.310
C -2.805 -2.445 -3.035
C -3.007 -2.532 -4.553
C -3.700 -1.333 -2.473
C -3.206 -3.787 -2.448
C 1.328 2.064 -1.578
O 2.544 1.624 -1.476
C -2.610 3.893 -2.177
C -3.774 2.943 -2.180
C -2.494 4.590 -3.517
C -2.938 4.981 -1.184
H 3.759 2.079 3.637
H 3.746 3.126 2.230
H 4.939 1.792 2.305
H 2.481 3.148 0.672
H 1.149 4.187 1.045
H -0.913 4.127 0.018
H -1.307 2.027 -3.727
H 2.069 0.834 -3.823
H 0.541 0.904 -4.655
H -1.408 -0.256 -3.848
H -0.936 -3.755 -1.537
H 2.699 -3.267 -1.034
H 1.522 -4.641 -1.256
H -0.167 -5.016 0.401
H 0.071 -2.845 4.093
H 3.032 -1.048 3.091
H 1.915 -1.335 4.402
H -0.336 -0.481 4.288
H -0.960 3.072 1.924
H -1.770 3.752 4.112
H -1.198 2.761 5.461
H -2.952 3.067 5.265
H -2.975 2.450 2.021
H -4.155 2.228 3.309
H -3.585 0.857 2.429
H -1.898 0.522 5.682
H -2.501 -0.486 4.387
H -3.603 0.652 5.208
H -0.455 -6.743 1.902
H -1.558 -7.134 3.240
H 0.107 -6.494 3.506
H -2.230 -5.297 0.935
H -2.863 -3.903 1.795
H -3.318 -5.498 2.388
H -0.998 -4.600 4.945
H -2.540 -5.289 4.578
H -2.204 -3.562 4.241
H 3.050 -3.236 -3.367
H 4.550 -2.293 -2.852
H 3.706 -1.864 -4.336
H -2.863 -1.541 -4.950
H -4.014 -2.851 -4.826
H -2.277 -3.182 -5.029
H -3.457 -0.383 -2.936
H -3.500 -1.286 -1.398
H -4.755 -1.568 -2.684
H -2.620 -4.645 -2.816
H -4.260 -3.981 -2.682
H -3.115 -3.726 -1.377
H -3.674 2.163 -2.914
H -4.703 3.469 -2.344
H -3.756 2.505 -1.161
H -2.247 3.926 -4.346
H -1.664 5.278 -3.405
H -3.396 5.146 -3.778
H -3.121 4.553 -0.199
H -3.788 5.543 -1.510
H -2.109 5.662 -1.082
O 4.547 1.124 -3.502
H 4.144 1.818 -2.965
H 3.924 0.393 -3.372
C 7.420 2.643 -0.365
O 6.312 3.283 -1.042
C 5.531 4.022 -0.297
C 4.395 4.390 -1.184
H 8.337 2.976 -0.861
H 7.314 1.576 -0.515
H 7.410 2.903 0.703
H 3.909 5.305 -0.863
H 3.716 3.534 -1.158
H 4.681 4.442 -2.242
```


The following is a DFT calculation (ωB97M-V with the def2-TZVPD basis set) of a structure of composition C5H9NO.

Properties
Kohn-Sham gap = 10.27 eV
LUMO energy = 0.0343 Eh
total energy = -8866.8561 eV
energy above the lowest of the compared OMol25 structures with the same formula, charge and spin = 227.37 kJ/mol
HOMO energy = -9.34 eV
total charge = 0

```
16
C5H9NO | the OMol25 dataset | ωB97M-V with the def2-TZVPD basis set
C 0.040 1.209 -0.953
C -0.277 -0.012 -0.081
C -1.674 -0.524 -0.363
N 0.856 -0.988 -0.030
C 1.575 -0.245 1.027
C 0.119 -0.046 1.406
O -0.482 -0.514 2.331
H -0.764 1.952 -0.948
H 0.148 0.848 -1.984
H 0.968 1.722 -0.682
H -1.798 -0.776 -1.421
H -2.393 0.272 -0.127
H -1.909 -1.391 0.256
H 1.314 -1.339 -0.858
H 2.159 -0.813 1.751
H 2.117 0.644 0.677
```